{
  "formula": "C5H16N2O2",
  "method": "ωB97M-V with the def2-TZVPD basis set",
  "symbols": ["C", "C", "C", "H", "H", "H", "H", "H", "H", "C", "O", "C", "N", "H", "H", "H", "H", "H", "H", "H", "N", "O", "H", "H", "H"],
  "xyz": [[1.261, -0.871, 1.009], [0.941, -1.895, 0.161], [1.929, -2.800, -0.482], [0.487, -0.439, 1.631], [2.238, -0.885, 1.481], [-0.086, -2.005, -0.166], [1.855, -2.734, -1.568], [1.723, -3.837, -0.198], [2.948, -2.555, -0.183], [-1.647, 2.242, 1.796], [-1.586, 0.843, 1.582], [-2.248, 0.419, 0.411], [-1.607, 0.930, -0.780], [-1.216, 2.790, 0.954], [-1.077, 2.445, 2.701], [-2.684, 2.571, 1.939], [-3.291, 0.771, 0.416], [-2.248, -0.678, 0.491], [-0.751, 0.421, -0.990], [-2.221, 0.883, -1.583], [1.448, 1.028, -2.393], [1.268, 0.058, -1.401], [2.416, 1.343, -2.390], [0.824, 1.813, -2.210], [1.324, 0.141, -0.229]],
  "lowdin_charge": [-0.065, -0.196, -0.094, 0.058, 0.077, 0.100, 0.080, 0.081, 0.080, -0.113, -0.212, -0.324, 0.046, 0.075, 0.084, 0.084, 0.119, 0.114, 0.033, 0.076, -0.052, -0.309, 0.066, 0.060, 0.132],
  "smiles": "C=CC.COCN.NO",
  "orbital_gap_ev": 9.426,
  "de_lowest_ev": 4.957,
  "homo_ev": -8.56
}